The following is a DFT calculation (ωB97M-V/def2-TZVPD) of a cluster of 2 separate species, HI5Si2 in total.

Geometry as XYZ:
```
8
Properties=species:S:1:pos:R:3:forces:R:3
Si 2.319562 2.742449 1.800482 -1.9 -0.8 -0.5
Si -0.947507 -1.465329 -1.270504 -0.2 -0.4 -0.3
I -0.097929 1.817769 1.799906 1.2 0.6 -0.3
I -2.104819 0.674729 -1.675358 0.1 -0.5 0.4
I 1.022542 -1.320576 -2.683914 0.1 -0.1 0.0
I -0.145504 -2.103278 0.986301 -0.5 0.2 -0.7
I -2.370772 -3.317770 -2.179522 0.4 0.7 0.4
H 2.324428 2.972004 3.222609 0.7 0.4 0.9
```
Forces are in eV/Å.

As for the charge: 0. The expectation value of S² is 2.01. The calculation puts the strongest force on any atom at 2.10 eV Å⁻¹. The calculation puts the energy relative to the best compared isomer or geometry (same formula, charge and spin) at 0.0 kJ/mol. The multiplicity is 3. The value obtained for the orbital gap (alpha / beta) is 6.168 / 6.393 eV.

The following is a DFT calculation (ωB97M-V/def2-TZVPD) of a cluster of 2 separate species, C4H10P2 in total.

Geometry as XYZ:
```
16
Properties=species:S:1:pos:R:3:forces:R:3
C -3.079207 -0.551570 0.923951 0.8 -0.9 -1.7
C 1.144155 1.212768 0.660461 -0.6 0.8 1.4
C 1.211137 -1.394370 -0.542296 -2.1 -2.9 3.6
C -0.764405 0.607479 -1.300828 -1.0 -1.1 0.1
P -3.519667 0.806890 0.090708 1.1 -0.4 0.2
P -0.017655 -0.091964 0.105704 0.9 -1.9 0.2
H -3.838156 -1.172141 1.321549 -1.1 -0.2 1.0
H -2.168702 -1.233698 0.805914 -0.7 1.6 0.2
H 2.126610 0.844320 1.062825 -1.0 0.3 -0.7
H 0.594881 1.710432 1.542166 1.0 -0.5 -1.3
H 1.235395 1.938534 -0.159443 0.4 -0.1 0.4
H 0.720244 -2.219887 -1.113275 0.3 0.8 0.4
H 1.789063 -1.908470 0.353624 -1.4 1.1 -1.6
H 1.905125 -0.913882 -1.073508 2.7 1.7 -2.5
H -0.430066 1.567964 -1.531354 0.1 1.6 -0.5
H -1.410859 0.119302 -2.041514 0.5 0.0 0.6
```
Forces are in eV/Å.

As for the charge: 0. The calculation puts the strongest force on any atom at 5.08 eV Å⁻¹. The calculation puts the energy relative to the best compared isomer or geometry (same formula, charge and spin) at 270.4 kJ/mol. The multiplicity is 1. The value obtained for the orbital gap (alpha / beta) is 7.345 / 7.078 eV.

The following is a DFT calculation (ωB97M-V/def2-TZVPD) of a cluster of 3 separate species, CClNO3S2 in total.

Geometry as XYZ:
```
8
Properties=species:S:1:pos:R:3:forces:R:3
C 11.093345 -1.164696 0.170397 -1.7 -0.8 -0.5
N 10.079102 -0.801507 -0.308964 0.2 0.6 -0.4
O 11.911172 -1.861031 0.639540 2.6 -0.8 1.0
O -9.940055 2.009914 1.409754 -0.4 -1.3 -0.4
O -10.596880 3.052306 -0.579888 -0.6 0.7 -1.7
S 8.988063 0.468957 -0.306089 -1.1 1.1 -0.2
S -10.536570 1.812128 0.105629 1.0 0.5 2.1
Cl -10.998177 -3.516068 -1.130378 0.0 0.1 0.0
```
Forces are in eV/Å.

As for the charge: -2. The calculation puts the strongest force on any atom at 2.90 eV Å⁻¹. The calculation puts the energy relative to the best compared isomer or geometry (same formula, charge and spin) at 58.4 kJ/mol. The multiplicity is 1. The value obtained for the orbital gap is 3.714 eV.